1.
# C4H7N2

A gas-phase ion, C4H7N2 (charge +1) in a non-equilibrium geometry (ωB97M-V/def2-TZVPD, the Open Molecules 2025 dataset).

Last column: natural (NBO) charge in e.
Geometry (Å):
C: -1.981 0.622 -0.031  0.278
C: 0.160 0.592 0.952  -0.314
C: 0.083 -0.154 -0.320  0.512
C: 1.224 -0.935 -0.674  -0.719
N: -1.208 1.042 1.007  -0.562
N: -1.074 -0.009 -0.871  -0.536
H: 0.500 0.027 1.762  0.280
H: 0.986 1.122 0.516  0.284
H: 0.859 -1.876 -1.088  0.288
H: 1.796 -1.172 0.200  0.265
H: 1.768 -0.581 -1.507  0.295
H: -1.633 1.568 1.805  0.461
H: -1.478 -0.245 -1.751  0.467

gap between HOMO and LUMO = 8.982 eV
charge = +1
lowest unoccupied orbital energy = -0.194 Eh

---

2.
# C4H7N2

A molecular structure, C4H7N2 in a non-equilibrium geometry (ωB97M-V/def2-TZVPD, the Open Molecules 2025 dataset).

Last column: natural (NBO) charge in e.
Geometry (Å):
C: 1.018 1.316 -0.291  0.755
C: 1.355 -0.359 -0.124  -0.247
C: -0.252 -0.184 -0.405  0.021
C: -1.158 -0.584 0.702  -0.645
N: 2.107 0.884 0.019  -0.285
N: -0.238 1.275 -0.617  -0.605
H: 1.607 -1.037 -0.981  0.263
H: 1.296 -0.933 0.816  0.259
H: -0.635 -0.662 -1.245  0.242
H: -1.231 0.091 1.629  0.249
H: -0.860 -1.526 0.986  0.240
H: -2.251 -0.461 0.323  0.255
H: -0.758 2.180 -0.812  0.499

gap between HOMO and LUMO = 10.189 eV
charge = +1
lowest unoccupied orbital energy = -0.197 Eh

---

3.
# C4H7N2

2 unconnected molecules or ions with the total composition C4H7N2 in a non-equilibrium geometry (ωB97M-V/def2-TZVPD, the Open Molecules 2025 dataset).

Last column: natural (NBO) charge in e.
Geometry (Å):
C: -1.320 0.944 -0.793  -0.214
C: -1.595 0.579 0.625  -0.224
C: 3.371 0.213 0.729  0.166
C: -0.208 -1.377 -0.300  0.153
N: 2.449 -0.030 0.069  -0.384
N: -0.991 -0.404 -0.330  -0.255
H: -2.078 0.868 -1.591  0.263
H: -0.372 1.343 -1.179  0.262
H: -0.961 0.861 1.477  0.264
H: -2.739 0.322 0.884  0.272
H: 4.305 0.350 1.034  0.227
H: -0.203 -1.990 0.601  0.228
H: 0.342 -1.679 -1.228  0.242

gap between HOMO and LUMO = 11.941 eV
charge = +1
lowest unoccupied orbital energy = -0.164 Eh

---

Q: Among the records above, which one has the lowest gap between HOMO and LUMO?
A: number 1

---

What did the second record say?
# C4H7N2

A molecular structure, C4H7N2 in a non-equilibrium geometry (ωB97M-V/def2-TZVPD, the Open Molecules 2025 dataset).

Last column: natural (NBO) charge in e.
Geometry (Å):
C: 1.018 1.316 -0.291  0.755
C: 1.355 -0.359 -0.124  -0.247
C: -0.252 -0.184 -0.405  0.021
C: -1.158 -0.584 0.702  -0.645
N: 2.107 0.884 0.019  -0.285
N: -0.238 1.275 -0.617  -0.605
H: 1.607 -1.037 -0.981  0.263
H: 1.296 -0.933 0.816  0.259
H: -0.635 -0.662 -1.245  0.242
H: -1.231 0.091 1.629  0.249
H: -0.860 -1.526 0.986  0.240
H: -2.251 -0.461 0.323  0.255
H: -0.758 2.180 -0.812  0.499

gap between HOMO and LUMO = 10.189 eV
charge = +1
lowest unoccupied orbital energy = -0.197 Eh